The following is a quantum chemistry calculation of one molecule with the formula C2H3BrF2O2 at a distorted geometry, from the Open Molecules 2025 dataset.

Last column: Mulliken charge in e.
CARTESIAN COORDINATES (ANGSTROEM)
O (1.09, 1.05, 1.03)  -0.445
C (0.71, 0.81, -0.22)  0.049
F (0.02, 1.83, -0.79)  -0.262
C (-0.44, -0.62, -0.28)  0.427
O (0.06, -1.67, 0.35)  -0.424
F (-0.73, -0.87, -1.58)  -0.234
Br (-2.13, 0.06, 0.55)  -0.201
H (0.34, 1.34, 1.58)  0.390
H (1.55, 0.53, -0.85)  0.338
H (-0.47, -2.47, 0.21)  0.362

Output
E_HOMO   -10.281 eV
SMILES string   O[C@H](F)[C@](O)(F)Br
Max |F|   4.0 eV Å⁻¹
Relative energy (zero: lowest compared OMol25 entry of this formula, charge and spin)   12.40 kcal/mol
Multiplicity   1
Orbital gap   10.82 eV